This record from the Open Molecules 2025 dataset describes C25H43N11O9OsP as an isolated structure. The level of theory is ωB97M-V with the def2-TZVPD basis set.

CARTESIAN COORDINATES (ANGSTROEM)
Os: -0.772 -1.088 -0.152
N: -3.200 -1.059 0.850
N: -3.872 -1.595 -0.259
C: -3.232 -2.474 -1.093
O: -3.796 -3.042 -2.003
O: -1.949 -2.620 -0.805
H: -3.476 -1.542 1.701
H: -3.375 -0.061 0.927
H: -4.854 -1.422 -0.407
C: 3.070 1.762 -1.020
C: 1.990 2.448 -0.170
C: 2.560 3.748 0.407
C: 0.829 2.764 -1.128
P: 1.387 1.232 1.130
N: 0.502 0.156 0.351
C: 0.311 2.084 2.420
C: -0.614 1.053 3.085
C: -0.626 3.073 1.709
C: 1.124 2.834 3.482
C: 2.831 0.297 1.916
C: 3.992 1.191 2.363
C: 2.306 -0.478 3.134
C: 3.350 -0.765 0.924
H: 3.282 2.409 -1.874
H: 2.729 0.802 -1.409
H: 4.003 1.624 -0.483
H: 2.949 4.344 -0.423
H: 3.383 3.579 1.098
H: 1.809 4.351 0.910
H: 1.244 3.259 -2.009
H: 0.084 3.425 -0.697
H: 0.333 1.849 -1.449
H: -1.232 0.550 2.339
H: -1.284 1.596 3.755
H: -0.097 0.307 3.680
H: -1.184 2.586 0.910
H: -0.111 3.947 1.319
H: -1.349 3.428 2.447
H: 1.632 2.161 4.169
H: 0.433 3.435 4.077
H: 1.858 3.513 3.053
H: 3.699 1.909 3.125
H: 4.448 1.730 1.537
H: 4.765 0.553 2.797
H: 2.008 0.167 3.955
H: 3.113 -1.112 3.505
H: 1.469 -1.120 2.865
H: 4.091 -0.370 0.236
H: 2.533 -1.205 0.350
H: 3.831 -1.557 1.502
N: 0.534 -5.956 -1.797
C: 1.301 -5.595 -0.552
C: 0.843 -4.217 -0.096
N: 0.967 -3.193 -1.124
C: 0.339 -3.591 -2.388
C: 0.794 -4.950 -2.889
H: -0.469 -5.942 -1.580
H: 0.762 -6.901 -2.108
H: 2.357 -5.614 -0.823
H: 1.108 -6.357 0.201
H: 1.398 -3.926 0.794
H: -0.212 -4.273 0.188
H: 1.932 -2.921 -1.278
H: 0.553 -2.842 -3.150
H: -0.743 -3.590 -2.240
H: 1.864 -4.988 -3.097
H: 0.241 -5.260 -3.774
O: -4.656 4.505 -4.827
N: -3.807 3.662 -5.016
O: -3.289 3.408 -6.081
C: -3.374 2.881 -3.853
C: -2.475 1.870 -4.024
C: -2.046 1.145 -2.911
C: -2.488 1.427 -1.568
O: -2.014 0.918 -0.530
C: -3.507 2.450 -1.515
C: -3.907 3.175 -2.596
N: -4.155 2.760 -0.234
O: -4.259 1.869 0.589
O: -4.607 3.873 -0.095
N: -1.097 0.122 -3.171
O: -0.702 -0.081 -4.290
O: -0.659 -0.600 -2.234
H: -2.098 1.638 -5.009
H: -4.645 3.958 -2.489
N: -0.560 -2.045 1.537
C: -0.758 -2.346 2.660
N: -0.987 -2.737 3.813
C: -0.432 -2.346 4.950
N: 0.027 -2.042 5.963

Summary:
HOMO-LUMO gap (spin up / spin down) = 7.150 / 7.473 eV
<S²> = 6.0174
Net charge = +1
HOMO energy (spin up / spin down) = -10.97 / -11.44 eV
LUMO energy (spin up / spin down) = -3.82 / -3.96 eV
2S+1 = 5
F_max = 0.0143 Eh/bohr